Computed, not measured: an isolated molecule of C3H4O2, with wB97M-V/def2-TZVPD.

The geometry in XYZ format:
```
9
Properties=species:S:1:pos:R:3:forces:R:3
C 0.87563 -0.44526 0.25585 -1.05 -4.51 1.17
C -0.64362 -0.31827 0.31550 -0.65 -3.98 0.31
O -1.43278 -1.06742 0.88618 1.48 1.49 -0.64
C -0.95005 0.81542 -0.53155 0.73 0.42 -0.87
O -0.59554 1.75192 0.10951 -0.46 3.32 0.65
H 1.10753 -1.11782 -0.61423 -0.34 0.14 0.80
H 1.28126 -0.91093 1.18748 -0.33 0.31 -0.82
H 1.35697 0.40190 0.01588 1.51 3.20 -0.39
H -0.99939 0.89046 -1.62462 -0.89 -0.38 -0.21
```
Positions in Å, forces in eV/Å.

Structure (SMILES)   CC(=O)C=O
Molecular weight   72.06 g/mol
DFT total energy   -7268.7411 eV
Frontier orbital gap   9.9729 eV